Record 1
{"formula": "C42H52BN11OPbS5", "method": "ωB97M-V with the def2-TZVPD basis set", "elements": ["C", "C", "H", "C", "C", "C", "H", "H", "C", "H", "C", "H", "C", "N", "C", "H", "H", "C", "H", "O", "C", "H", "H", "C", "S", "C", "H", "C", "N", "S", "C", "H", "C", "H", "H", "C", "C", "H", "H", "S", "B", "C", "H", "H", "H", "H", "C", "H", "H", "H", "N", "C", "H", "H", "C", "N", "N", "C", "C", "H", "H", "Pb", "C", "H", "C", "H", "N", "C", "H", "H", "C", "H", "H", "C", "H", "C", "H", "H", "C", "C", "H", "C", "S", "N", "C", "C", "C", "H", "H", "H", "N", "H", "H", "N", "H", "C", "H", "H", "H", "C", "H", "C", "C", "H", "H", "N", "C", "H", "H", "S", "H", "C", "N"], "positions_angstrom": [[3.39, 6.63, -2.73], [-2.29, -2.79, 3.66], [6.74, 0.16, -1.86], [-2.36, 3.43, 1.61], [-5.13, 3.00, 0.35], [-4.98, 2.54, 2.92], [5.77, 1.13, -2.98], [-1.82, -4.92, 3.18], [-1.96, 0.08, -1.87], [7.72, 2.79, -3.14], [-3.54, -2.66, 2.76], [-3.28, 0.97, -4.15], [-4.55, 2.12, 1.50], [-1.29, -2.03, -0.89], [-3.74, 0.02, -3.86], [-0.94, 5.67, 1.27], [3.33, -2.24, 3.32], [6.55, 1.17, -2.22], [-3.95, -5.68, -1.29], [8.84, 1.98, -1.60], [1.54, -0.60, -1.58], [-4.78, 0.23, -3.50], [2.52, -2.13, 4.92], [6.93, 2.44, -0.09], [2.16, 0.38, 1.65], [-1.48, -4.79, -0.32], [-4.62, 0.33, 0.29], [-2.28, -2.62, -1.47], [-1.23, -1.60, 1.86], [2.63, 3.08, -4.46], [-2.04, -4.74, -2.76], [-3.90, -2.42, -3.04], [-3.02, 2.22, 1.37], [-2.99, 4.29, 1.93], [-4.52, -3.96, -1.63], [2.55, -2.84, -2.06], [8.22, 3.00, -0.73], [-0.45, -4.93, -0.72], [-6.12, 0.74, 1.23], [-1.61, 1.76, -2.30], [-0.40, -0.09, 0.13], [-1.02, 3.50, 1.65], [-1.02, -4.45, -3.07], [-5.94, 2.07, 3.19], [-1.15, -4.39, 4.77], [-1.45, -4.18, 0.58], [-2.57, -2.04, 5.01], [2.95, -0.64, 4.00], [-3.44, -3.30, 1.86], [-4.80, 2.68, -0.66], [3.31, 7.80, -2.54], [-2.91, -0.60, -2.75], [2.04, 0.88, -3.05], [-3.52, -2.34, 5.52], [2.58, -1.66, 3.91], [-1.04, 1.26, 0.80], [3.56, 2.26, -0.90], [3.04, -2.36, -3.28], [2.10, -0.21, -2.84], [-4.23, 2.21, 3.65], [6.35, 3.23, 0.42], [0.80, 2.63, -1.09], [-2.36, -4.14, -1.40], [0.56, 4.81, 0.93], [-3.82, -4.59, -1.06], [7.15, 1.67, 0.67], [6.02, 1.93, -1.12], [4.89, 4.76, -3.19], [8.36, 1.15, -3.47], [-1.66, -2.12, 5.67], [-2.03, -4.27, 4.07], [-3.74, -0.65, -4.69], [-2.64, -0.96, 4.80], [1.00, -0.81, 2.09], [0.10, 5.08, 2.61], [1.81, -2.00, -1.22], [2.96, -0.73, -4.68], [-1.99, -5.74, -0.14], [2.72, -1.11, -3.70], [-3.08, -1.91, -2.46], [-4.36, -3.14, 3.31], [4.75, 2.11, -0.97], [1.25, 2.20, 2.18], [-1.36, -0.66, -0.88], [-0.37, 2.24, 1.36], [2.43, 4.50, -3.48], [1.24, -1.62, 3.23], [1.46, -2.41, -0.29], [-4.91, 4.07, 0.45], [2.85, -3.84, -1.77], [-0.14, -0.93, 1.42], [-4.70, 0.03, 2.11], [8.90, 3.21, 0.10], [0.89, 0.24, -0.77], [-2.73, -4.29, -3.51], [-0.29, 4.82, 1.60], [-2.90, -4.72, 4.61], [-4.09, -4.33, -0.01], [-2.23, -5.84, -2.73], [-4.98, 0.68, 1.25], [-5.09, 3.65, 2.99], [-1.10, -2.13, 3.04], [0.17, -2.28, 3.72], [-3.74, -1.62, 2.47], [0.18, -2.85, 4.68], [-2.38, 1.12, 1.03], [7.88, 1.80, -2.71], [-6.24, 2.78, 0.46], [3.68, -2.99, -3.95], [0.91, 4.95, -3.07], [7.96, 3.87, -1.27], [3.57, 5.27, -3.12], [5.96, 4.29, -3.11]], "e_homo_ev": [-1.1, -1.3], "total_charge": -2, "orbital_gap_ev": [4.69, 4.81], "energy_ha": -4517.7630}

Record 2
{"formula": "C4H12N4", "method": "ωB97M-V with the def2-TZVPD basis set", "elements": ["H", "N", "H", "C", "C", "H", "H", "H", "H", "C", "H", "N", "H", "H", "H", "H", "H", "N", "N", "C"], "positions_angstrom": [[-1.70, -0.26, 1.37], [-1.97, 1.29, -0.54], [0.75, -0.30, -3.74], [0.72, 0.21, -2.76], [-1.09, 1.39, -1.51], [-0.92, -0.58, -1.84], [-0.69, 2.35, -1.89], [1.46, -0.22, -2.08], [1.26, -1.81, 2.98], [-0.68, -0.46, 1.75], [-2.40, 2.21, -0.37], [-0.11, -1.51, 1.31], [2.05, -1.34, 1.38], [0.86, 0.41, 2.66], [-0.38, 1.47, 2.32], [1.34, -2.99, 1.64], [1.03, 1.26, -2.91], [-0.13, 0.50, 2.57], [-0.59, 0.29, -2.19], [1.20, -1.91, 1.86]], "s_squared": 0.791, "e_homo_ev": [-12.1, -12.1], "spin_multiplicity": 2, "total_charge": 1, "orbital_gap_ev": [7.91, 3.32], "energy_ha": -378.2652}

Record 3
{"formula": "C4H7N3", "method": "ωB97M-V with the def2-TZVPD basis set", "elements": ["H", "C", "H", "C", "H", "H", "C", "C", "H", "H", "N", "N", "H", "N"], "positions_angstrom": [[1.39, 0.98, -1.61], [-0.05, -1.06, 0.35], [1.81, -1.38, -0.83], [-0.80, 0.14, 0.53], [0.12, -3.06, 0.56], [-1.23, -2.43, 1.27], [0.95, -0.80, -0.54], [-0.18, 1.11, -0.22], [0.26, 2.96, -0.86], [-0.39, 2.90, 0.63], [-0.25, -2.26, 1.06], [0.88, 0.55, -0.86], [-1.67, 0.28, 1.16], [-0.44, 2.49, -0.30]], "e_homo_ev": -7.1, "smiles": "Nc1c[nH]c(N)c1", "orbital_gap_ev": 8.07, "energy_ha": -320.8773}

Record 4
{"formula": "C10H16O", "method": "ωB97M-V with the def2-TZVPD basis set", "elements": ["C", "C", "H", "H", "C", "H", "H", "H", "C", "H", "C", "H", "O", "H", "H", "C", "H", "C", "H", "C", "H", "H", "C", "H", "H", "H", "C"], "positions_angstrom": [[-0.90, -2.31, -0.26], [0.91, -1.49, 1.06], [1.65, 4.09, -1.28], [0.46, -0.81, 3.04], [0.50, 2.63, -0.21], [0.21, 0.67, -1.29], [0.65, 3.07, -2.30], [1.03, -1.93, -2.18], [-0.30, 1.39, -0.65], [-3.01, -0.99, 2.71], [0.06, -1.10, 2.09], [1.44, 2.28, 0.20], [-2.14, -0.59, 2.75], [-0.02, 3.09, 0.60], [-0.03, 4.45, -1.35], [1.45, -2.27, -1.23], [-2.82, -2.23, 0.62], [-1.80, -1.89, 0.74], [-0.68, 0.92, 0.25], [0.66, 3.64, -1.38], [2.35, -1.72, -1.09], [-1.17, 1.72, -1.22], [-1.31, -1.23, 1.84], [1.97, -1.27, 1.19], [1.69, -3.32, -1.37], [-1.32, -2.75, -1.15], [0.44, -2.05, -0.13]], "e_homo_ev": -8.5, "smiles": "Cc1ccc(O)cc1.CCC", "orbital_gap_ev": 9.42, "energy_ha": -465.8567}

Record 5
{"formula": "C2H5LaO3", "method": "ωB97M-V with the def2-TZVPD basis set", "elements": ["O", "H", "H", "H", "H", "H", "O", "C", "C", "O", "La"], "positions_angstrom": [[1.58, -0.87, 0.83], [-1.85, -0.34, -1.03], [-2.64, 1.33, -1.23], [1.91, -1.43, -1.05], [0.90, -0.03, -1.14], [2.54, 0.34, -0.41], [1.21, 0.04, 1.67], [-2.04, 0.66, -0.59], [1.83, -0.49, -0.50], [-2.27, 0.70, 0.63], [-1.19, 0.08, 2.83]], "s_squared": 0.755, "e_homo_ev": [-23.4, -23.8], "spin_multiplicity": 2, "total_charge": 3, "orbital_gap_ev": [7.95, 8.24], "energy_ha": -335.0691}

Record 6
{"formula": "C26H26Br46N3O4PS", "method": "ωB97M-V with the def2-TZVPD basis set", "elements": ["H", "H", "Br", "H", "Br", "H", "Br", "H", "Br", "C", "H", "O", "Br", "N", "Br", "C", "H", "H", "Br", "Br", "C", "H", "H", "C", "C", "H", "C", "H", "H", "H", "H", "C", "C", "H", "C", "H", "C", "C", "Br", "C", "O", "H", "Br", "C", "Br", "Br", "C", "C", "C", "Br", "C", "C", "Br", "Br", "Br", "H", "N", "Br", "Br", "Br", "Br", "Br", "Br", "Br", "C", "Br", "H", "H", "Br", "Br", "C", "C", "Br", "Br", "Br", "Br", "Br", "N", "C", "Br", "H", "H", "Br", "C", "C", "Br", "Br", "H", "O", "Br", "H", "Br", "Br", "O", "Br", "Br", "H", "Br", "Br", "Br", "Br", "C", "Br", "Br", "S", "C", "P"], "positions_angstrom": [[1.64, -2.29, -3.85], [-5.21, 10.65, 5.09], [-4.56, 10.26, 7.45], [-5.45, 2.93, -1.22], [-6.00, 9.04, -1.33], [-0.07, 3.01, -0.64], [-2.50, -1.73, 2.40], [-2.72, -3.23, 8.73], [-11.64, 8.99, -0.35], [1.97, -3.13, -3.21], [1.66, -5.98, -4.47], [0.00, -4.45, -2.02], [-5.41, 7.03, -3.74], [5.10, -8.22, -4.66], [8.87, -0.41, -6.87], [4.04, -2.67, -4.64], [-6.64, -0.46, 9.42], [9.36, -5.08, -4.40], [-8.82, 9.40, 1.10], [1.15, -11.49, -4.79], [6.01, -4.35, -4.71], [10.89, 0.66, -7.82], [3.87, -4.08, 7.01], [-5.97, 3.11, -0.28], [-10.01, 10.02, -0.28], [8.22, -6.14, -3.53], [5.37, -3.12, -5.11], [3.30, -10.43, -4.17], [8.41, -3.05, -3.31], [-9.50, 9.87, -1.23], [-0.55, -4.94, -4.98], [5.31, -5.09, -3.79], [4.15, 0.29, -1.22], [4.41, -0.22, -0.31], [-6.49, 8.50, -3.12], [-2.38, 9.02, 8.11], [3.36, -3.92, 7.95], [8.24, -4.04, -2.85], [-3.36, 0.98, 3.86], [-1.15, 2.86, -0.62], [1.24, -5.93, -3.60], [9.09, -4.20, -2.16], [3.17, -12.15, -2.40], [-2.48, -2.67, 7.84], [-4.79, 2.54, 1.13], [-3.66, -1.14, 7.80], [3.37, -3.54, -3.70], [2.99, -11.47, -4.19], [-2.19, -0.55, 3.90], [-1.45, 1.05, 0.00], [4.00, -4.68, -3.30], [-2.24, 8.16, 8.75], [-0.33, -0.03, 4.03], [-4.62, -4.71, -5.63], [-2.77, 8.68, 10.53], [2.06, -2.73, -2.19], [3.61, -1.54, -5.17], [4.15, -12.38, -5.43], [-10.37, 11.91, -0.12], [-6.32, 5.00, -0.17], [-5.30, -3.34, -2.81], [2.94, -2.04, 8.04], [-3.34, 6.74, 8.05], [-8.38, 8.11, -3.26], [-5.74, 10.82, 6.02], [-1.88, 4.16, 0.60], [-6.29, 9.34, -3.77], [-4.11, 8.06, 2.54], [-6.82, 1.95, 9.96], [-2.80, -3.85, 6.34], [7.35, -4.92, -5.16], [-3.19, 7.65, 2.93], [11.95, -1.15, -6.50], [-3.55, 5.82, 3.42], [1.78, -5.03, 7.93], [4.73, -0.83, -2.69], [-0.36, 7.71, 8.66], [5.88, -2.23, -5.97], [8.36, -5.13, -3.95], [-0.63, -2.15, 7.96], [7.16, -5.94, -5.54], [-2.42, -1.11, 4.80], [8.31, -3.97, -6.56], [10.62, -0.38, -7.67], [5.34, -7.26, -4.06], [10.63, -1.22, -9.41], [-4.11, -6.31, -2.90], [3.49, -5.31, -2.56], [5.81, -6.31, -3.26], [-7.59, 2.07, -0.33], [-3.15, -4.17, -3.71], [4.58, -4.44, 9.35], [-2.72, 8.72, 4.47], [-0.43, -4.10, -4.50], [-6.13, 12.71, 6.11], [-9.02, -0.37, 10.11], [7.31, -4.10, -2.27], [-7.35, 9.76, 5.97], [-7.66, 0.36, 7.31], [-1.79, 3.13, -2.42], [2.23, 0.49, -1.23], [-4.15, -4.57, -3.76], [-1.87, 7.79, 1.54], [5.06, 1.99, -1.20], [4.80, -1.04, -6.18], [-7.42, 0.27, 9.23], [0.67, -4.42, -3.33]], "e_homo_ev": -9.8, "orbital_gap_ev": 8.20, "energy_ha": -120615.5991}

Record 7
{"formula": "C31H39BrCeN4O2Sb", "method": "ωB97M-V with the def2-TZVPD basis set", "elements": ["C", "H", "C", "H", "Sb", "C", "H", "H", "C", "C", "C", "C", "C", "H", "H", "H", "H", "C", "C", "C", "C", "C", "H", "C", "H", "H", "H", "C", "H", "C", "H", "C", "H", "O", "H", "C", "O", "H", "N", "H", "H", "H", "Br", "Ce", "C", "H", "H", "C", "H", "C", "H", "H", "H", "C", "C", "H", "C", "H", "C", "H", "N", "H", "H", "H", "C", "H", "H", "C", "N", "C", "C", "C", "H", "N", "C", "H", "H", "H", "H"], "positions_angstrom": [[-2.62, -3.61, -1.78], [-4.07, -6.55, -2.75], [2.73, -0.59, 0.60], [-2.56, -3.69, -0.69], [-1.54, 3.09, -1.63], [4.99, -1.30, 3.72], [-2.13, 4.81, -5.24], [-2.98, 1.62, 0.52], [-4.74, 3.39, -1.89], [-2.05, 3.96, -4.51], [3.10, -0.30, 1.94], [-1.48, 4.58, -3.25], [-1.97, 5.99, -2.91], [5.83, -0.33, 5.45], [-5.66, 3.34, -1.30], [-3.23, -2.76, -5.51], [-3.08, 3.52, -4.39], [0.79, -0.57, 2.61], [-3.20, -4.54, -2.61], [3.24, -0.77, -1.70], [0.38, -0.78, 1.31], [-3.56, 3.16, -0.89], [-4.64, 4.36, -2.46], [5.32, -1.15, 5.08], [-3.87, -4.99, -4.52], [2.31, -5.17, 5.60], [3.94, -5.93, 5.17], [4.30, -3.32, 5.48], [3.93, -0.63, -2.55], [3.67, -0.53, -0.43], [-3.01, 6.10, -3.07], [4.41, -2.47, 3.28], [4.70, -0.26, -0.24], [3.93, -4.26, 6.42], [-0.08, 5.80, -0.59], [1.88, -0.98, -1.95], [-0.88, -1.04, 0.91], [-1.31, 4.18, 0.87], [0.93, -0.81, -1.03], [-2.80, -6.52, -1.62], [-1.32, 3.26, -4.86], [1.04, 4.54, -1.02], [-1.60, -0.59, -4.28], [-1.61, -0.39, -0.89], [1.33, -0.72, 0.26], [-1.50, 6.64, -3.62], [0.11, -0.63, 3.43], [5.01, -2.22, 5.94], [-4.74, 2.61, -2.75], [-3.81, 1.87, -0.15], [3.24, -6.03, 6.81], [-1.73, 6.29, -1.91], [-3.54, 4.04, -0.18], [-0.58, 3.76, 0.11], [0.34, 4.87, -0.26], [4.29, -2.54, 2.22], [3.31, -5.43, 5.90], [-4.09, 0.99, -0.74], [-2.36, -2.20, -3.60], [1.56, -1.11, -3.03], [5.25, -0.27, 2.84], [0.62, 2.74, 1.60], [5.31, -2.13, 6.95], [1.02, 5.15, 0.54], [4.07, -3.48, 4.11], [-0.53, 1.73, 0.87], [0.86, 2.20, -0.07], [-2.99, -3.02, -4.49], [4.46, 0.09, 1.98], [2.13, -0.34, 2.92], [-3.61, -5.91, -2.02], [-3.35, -4.24, -3.93], [-4.37, -5.73, -1.22], [-2.21, -2.44, -2.32], [0.11, 2.53, 0.65], [2.38, -0.08, 3.93], [-0.38, 4.58, -3.43], [-4.65, 1.86, 0.61], [3.60, -4.31, 3.64]], "s_squared": 0.751, "e_homo_ev": [-11.8, -11.8], "spin_multiplicity": 2, "total_charge": 2, "orbital_gap_ev": [5.94, 6.00], "energy_ha": -4862.9771}

Record 8
{"formula": "C2H4OS3", "method": "ωB97M-V with the def2-TZVPD basis set", "elements": ["C", "O", "S", "S", "H", "C", "H", "S", "H", "H"], "positions_angstrom": [[0.64, 0.51, 0.58], [-1.32, -1.69, -0.35], [-2.97, 0.23, 0.99], [0.50, 2.13, 0.04], [1.46, -0.08, 0.27], [-1.69, -0.45, 0.02], [-1.95, -1.95, -1.03], [-2.35, 0.87, -0.91], [0.29, 2.03, -1.34], [0.30, 0.41, 1.65]], "e_homo_ev": [-7.9, -7.8], "orbital_gap_ev": [7.44, 7.40], "energy_ha": -1348.2431}